[1]
DFT (ωB97M-V/def2-TZVPD) results for the ion C2H4N with charge +1 in a non-equilibrium geometry.

Results
- HOMO: -15.746 eV
- HOMO-LUMO gap: 10.938 eV
- LUMO energy: -4.81 eV
- Total energy: -132.932289 Ha
- ΔE to the lowest compared entry with this formula, charge and spin: 52.0 kcal/mol

ORCA input file:
```
! RIJCOSX wB97M-V def2-TZVPD def2/J DEFGRID3
* xyz 1 1
C -1.7628 0.2135 -0.0157
C -0.4296 0.0535 -0.0178
N 1.0090 -0.1969 -0.0375
H -2.7999 0.6788 -0.0359
H 1.2831 -0.2367 -1.0612
H 1.0732 -0.9969 0.5669
H 1.6270 0.4847 0.6012
*
```

[2]
DFT (ωB97M-V/def2-TZVPD) results for a cluster of 2 separate species, CH5O2P in total in a non-equilibrium geometry.

Results
- HOMO (spin up / spin down): -8.915 / -8.772 eV
- HOMO-LUMO gap (spin up / spin down): 8.167 / 8.028 eV
- LUMO energy (spin up / spin down): -0.75 / -0.74 eV
- Total energy: -532.734115 Ha
- ΔE to the lowest compared entry with this formula, charge and spin: 122.2 kcal/mol

ORCA input file:
```
! RIJCOSX wB97M-V def2-TZVPD def2/J DEFGRID3
* xyz 0 1
C -1.1040 -0.4559 -0.1582
O 1.6677 -0.6351 0.7779
O 1.7916 0.5139 0.1019
P -0.4253 1.3012 -0.1683
H -0.4357 -0.8268 -0.9121
H -2.1279 -0.4249 -0.5332
H -1.0356 -0.8322 0.8476
H 1.7706 -0.2520 1.5987
H -0.1014 1.6121 -1.5542
*
```

[3]
DFT (ωB97M-V/def2-TZVPD) results for a structure of composition C5H12O2 in a non-equilibrium geometry.

Results
- HOMO: -9.663 eV
- HOMO-LUMO gap: 10.423 eV
- LUMO energy: 0.76 eV
- Total energy: -348.114413 Ha
- ΔE to the lowest compared entry with this formula, charge and spin: 56.7 kcal/mol

ORCA input file:
```
! RIJCOSX wB97M-V def2-TZVPD def2/J DEFGRID3
* xyz 0 1
C -0.5232 -1.6778 2.1473
C -0.0891 -1.5950 0.5854
C 0.0662 -0.1010 0.2639
O 1.3651 0.3258 0.6289
C -0.3161 0.2363 -1.1775
C -0.1666 1.7130 -1.4862
O 1.2274 2.0067 -1.5536
H -0.5812 -2.6845 2.5785
H 0.2514 -1.1747 2.7751
H -1.4452 -1.1449 2.4242
H -0.6176 -2.0656 -0.6365
H 0.9149 -2.0417 0.6293
H -0.6768 0.4506 0.8709
H 1.6857 0.9185 -0.0685
H -1.3713 -0.0366 -1.2948
H 0.2417 -0.3468 -1.9266
H -0.6516 2.3211 -0.7053
H -0.6548 1.9342 -2.4432
H 1.3412 2.9625 -1.6115
*
```

[4]
DFT (ωB97M-V/def2-TZVPD) results for a cluster of 2 separate species, C4H11N2 in total in a non-equilibrium geometry.

Results
- HOMO: -12.575 eV
- HOMO-LUMO gap: 9.000 eV
- LUMO energy: -3.57 eV
- Total energy: -268.098682 Ha
- ΔE to the lowest compared entry with this formula, charge and spin: 129.4 kcal/mol

ORCA input file:
```
! RIJCOSX wB97M-V def2-TZVPD def2/J DEFGRID3
* xyz 1 1
C -0.0766 1.1953 1.3022
C -0.1791 -0.0556 0.9319
C -0.2357 1.4003 2.8718
C 0.0580 -0.3747 -1.4593
N 1.1718 -0.0525 -2.1640
N -0.4376 -1.8907 -1.8232
H 0.4019 2.0039 0.9094
H -0.6884 -0.8720 1.4418
H -0.9983 2.0324 3.1298
H -0.5566 0.4571 3.3540
H 0.7981 1.9126 3.1841
H -0.8096 0.1912 -1.7608
H 2.0307 -0.3491 -1.7859
H 1.1185 0.9547 -2.4314
H 0.2850 -2.6310 -1.5758
H -0.5511 -1.8148 -2.7972
H -1.3312 -2.1072 -1.3276
*
```

[5]
DFT (ωB97M-V/def2-TZVPD) results for a structure of composition C44H41LuN7O7S2Te in a non-equilibrium geometry.

Results
- HOMO (spin up / spin down): -5.029 / -7.330 eV
- HOMO-LUMO gap (spin up / spin down): 3.035 / 5.384 eV
- LUMO energy (spin up / spin down): -1.99 / -1.95 eV
- Total energy: -4911.312776 Ha

ORCA input file:
```
! RIJCOSX wB97M-V def2-TZVPD def2/J DEFGRID3
* xyz 0 2
Lu -0.3961 -0.4176 1.3996
C 1.2907 -2.7629 4.9933
C 1.2479 -2.3873 3.6743
N 0.0906 -2.3351 2.9936
C -1.0243 -2.6659 3.6495
C -0.9608 -2.9900 5.0192
N 0.1706 -3.0455 5.6814
C -2.2609 -2.6476 2.8708
C -3.3893 -3.2958 3.3032
C -4.5542 -3.3255 2.5127
C -4.4620 -2.6542 1.2821
C -3.3073 -2.0156 0.9010
N -2.1673 -1.9882 1.6681
C -3.1925 -1.2880 -0.3591
C -4.1903 -1.2478 -1.3543
N -4.0509 -0.5711 -2.4694
C -2.8903 0.0913 -2.6285
C -1.8963 0.0534 -1.6830
N -2.0405 -0.6429 -0.5450
C -5.7777 -4.0097 2.9438
C -6.8951 -4.1483 2.1127
C -8.0251 -4.7981 2.5725
N -8.1495 -5.3286 3.7886
C -7.0865 -5.1996 4.5809
C -5.9106 -4.5685 4.2193
H 2.2326 -2.8047 5.5219
H 2.1463 -2.1097 3.1336
H -1.8694 -3.1857 5.5725
H -3.3553 -3.8183 4.2458
H -5.3155 -2.6155 0.6254
H -5.1167 -1.7898 -1.2224
H -2.7557 0.6650 -3.5350
H -0.9666 0.5833 -1.8290
H -6.9029 -3.7670 1.1026
H -8.8834 -4.8989 1.9178
H -7.1759 -5.6254 5.5741
H -5.1153 -4.5129 4.9477
O -1.2746 1.2113 5.1134
S -0.7871 1.1857 3.7735
O 0.3663 0.2993 3.5068
O -1.7745 0.8077 2.7340
C -0.2454 2.8467 3.4120
C -0.3899 3.7614 4.4396
C 0.0048 5.0852 4.2725
C 0.5411 5.5010 3.0753
C 0.6966 4.5943 2.0318
C 0.3122 3.2729 2.1889
S 0.6094 2.2103 0.8007
O 1.4440 1.1064 1.2995
O -0.6926 1.5930 0.4469
O 1.2058 3.0175 -0.2222
H -0.8167 3.4308 5.3736
H -0.1160 5.7839 5.0888
H 0.8451 6.5304 2.9406
H 1.1147 4.9048 1.0866
C 0.9899 -3.2772 0.2402
C 1.6108 -1.8936 0.1853
O 2.7301 -1.7092 0.6716
N 0.9244 -0.9552 -0.5489
Te 2.6033 -0.1253 -1.5759
C 4.0135 1.4964 -1.6424
C 4.4247 2.3064 -0.5906
C 4.1261 2.0808 0.8605
C 5.2961 3.3524 -0.9027
C 5.7860 3.5538 -2.1809
C 6.7129 4.6949 -2.4908
C 5.4457 2.6272 -3.1576
C 4.5681 1.5740 -2.9242
C 4.3253 0.6139 -4.0633
C 1.3662 0.3066 -3.2247
C 0.9824 1.5738 -3.6753
C 1.4251 2.9096 -3.1386
C 0.0926 1.6379 -4.7525
C -0.4015 0.5152 -5.3865
C -1.3706 0.6271 -6.5286
C 0.0490 -0.7245 -4.9531
C 0.9314 -0.8609 -3.8924
C 1.3999 -2.2613 -3.5850
H 1.6291 -3.8541 -0.4346
H -0.0429 -3.3189 -0.1029
H 1.0732 -3.7084 1.2318
H 3.6781 1.1142 1.0603
H 3.4677 2.8492 1.2618
H 5.0678 2.1322 1.4100
H 5.6145 4.0046 -0.0972
H 6.7278 5.4198 -1.6791
H 6.4087 5.2108 -3.4019
H 7.7344 4.3425 -2.6414
H 5.8811 2.7128 -4.1472
H 5.1327 0.7273 -4.7837
H 3.3838 0.8036 -4.5809
H 4.3194 -0.4312 -3.7462
H 2.3339 2.8785 -2.5495
H 0.6546 3.3428 -2.5052
H 1.5841 3.5774 -3.9862
H -0.2168 2.6188 -5.0941
H -1.7797 1.6331 -6.6029
H -2.2010 -0.0692 -6.4089
H -0.8823 0.3935 -7.4762
H -0.2944 -1.6197 -5.4580
H 0.9970 -2.9440 -4.3319
H 1.0713 -2.6059 -2.6079
H 2.4888 -2.3463 -3.6162
*
```

[6]
DFT (ωB97M-V/def2-TZVPD) results for a structure of composition C7H17NO3Ta.

Results
- HOMO: -5.303 eV
- HOMO-LUMO gap: 8.354 eV
- LUMO energy: 3.05 eV
- Total energy: -614.246237 Ha

ORCA input file:
```
! RIJCOSX wB97M-V def2-TZVPD def2/J DEFGRID3
* xyz -1 1
C -0.8251 2.8926 -0.8730
N -1.6148 1.7397 -1.2794
C -2.9882 1.8629 -0.8198
C -1.0506 0.4744 -0.9672
O -1.6683 -0.2826 -0.2440
C 0.2547 0.1307 -1.6139
Ta 1.0955 -1.9965 -1.4171
C 1.9998 -1.5664 0.6276
C 1.0366 -1.1595 1.6949
O 1.7151 -1.1149 3.0194
C 0.9917 -0.6645 4.0283
O 1.3849 0.1223 4.8507
H 0.2352 2.6777 -0.9853
H -1.0598 3.7645 -1.4902
H -1.0269 3.1487 0.1789
H -3.4475 2.7276 -1.3068
H -3.5460 0.9669 -1.0838
H -3.0540 1.9953 0.2706
H 0.1616 0.3912 -2.6758
H 1.0384 0.7879 -1.2018
H -0.1250 -2.9937 -0.4763
H 0.0158 -2.3686 -2.8711
H 2.6333 -1.6063 -2.4116
H 1.7807 -3.6835 -1.6972
H 2.7062 -0.7405 0.4470
H 2.5690 -2.4472 0.9511
H 0.1889 -1.8441 1.7819
H 0.6453 -0.1536 1.5236
H -0.0465 -1.0604 4.0403
*
```

[7]
DFT (ωB97M-V/def2-TZVPD) results for a cluster of 3 separate species, C35H59IN3O4 in total in a non-equilibrium geometry.

Results
- HOMO (spin up / spin down): -8.546 / -9.180 eV
- HOMO-LUMO gap (spin up / spin down): 8.656 / 8.985 eV
- LUMO energy (spin up / spin down): 0.11 / -0.19 eV
- Total energy: -2131.657503 Ha

ORCA input file:
```
! RIJCOSX wB97M-V def2-TZVPD def2/J DEFGRID3
* xyz 0 4
C -3.9875 -3.0086 1.8302
C -2.9347 -1.8209 1.6090
C -2.8913 -1.0639 3.0078
C -1.5718 -2.5209 1.2273
C -0.3742 -1.4901 0.9349
I 0.6668 -1.2731 2.8492
C 0.6517 -2.0465 -0.1270
C 2.0297 -1.2943 -0.2187
O 3.0137 -1.9822 -0.4138
C 2.2410 0.2435 -0.1353
C 1.9353 1.1419 -1.2716
C 2.1709 2.5930 -1.1887
C 2.6822 3.2334 0.0322
C 2.9912 2.3550 1.1576
C 2.7943 0.9184 1.0597
C -1.0523 -0.1529 0.4139
C -2.4417 -0.3937 -0.3492
C -2.8918 1.0635 -0.8252
C -2.2407 -1.2079 -1.7070
N -3.4946 -0.9778 0.5216
O -4.3587 -0.1128 0.9453
H -5.0015 -2.5587 2.0353
H -3.9938 -3.7334 0.9790
H -3.6902 -3.4962 2.8047
H -2.2452 -0.1487 2.9893
H -3.9073 -0.7473 3.3442
H -2.4360 -1.7520 3.7770
H -1.3291 -3.2067 2.0894
H -1.7527 -3.2006 0.3420
H 0.2129 -2.1418 -1.1571
H 0.8967 -3.1022 0.1942
H 1.5448 0.7428 -2.2390
H 1.9696 3.2838 -2.0457
H 2.8489 4.3254 0.1458
H 3.3873 2.7400 2.1329
H 3.0229 0.2467 1.9226
H -0.4221 0.4106 -0.3338
H -1.1717 0.5624 1.2782
H -2.0727 1.3937 -1.5332
H -3.8499 0.9817 -1.3963
H -2.9144 1.8028 0.0096
H -2.3082 -2.3200 -1.5456
H -1.2592 -0.9771 -2.1898
H -3.0689 -0.9400 -2.4238
C 6.9510 -4.7745 -0.9107
C 6.9560 -3.3198 -1.4462
C 5.7858 -3.1119 -2.4244
C 6.0115 -3.7326 -3.8015
C 7.3523 -3.2931 -4.3807
C 8.5296 -3.5634 -3.4303
N 8.2864 -3.0262 -2.0603
O 8.4344 -1.7070 -2.1089
C 8.8010 -5.0830 -3.3726
C 9.8150 -2.9902 -4.0580
C 6.6791 -2.4578 -0.1979
H 7.9542 -5.0972 -0.6221
H 6.3317 -4.8724 -0.0167
H 6.5498 -5.4911 -1.6286
H 5.6067 -2.0404 -2.5607
H 4.8675 -3.5235 -1.9960
H 5.9567 -4.8237 -3.7451
H 5.2058 -3.4237 -4.4741
H 7.5172 -3.8014 -5.3356
H 7.3000 -2.2235 -4.6139
H 9.5793 -5.3158 -2.6418
H 9.1448 -5.4495 -4.3429
H 7.9225 -5.6786 -3.1341
H 9.7369 -1.9240 -4.2760
H 10.0334 -3.4854 -5.0068
H 10.6750 -3.1440 -3.4008
H 7.4867 -2.5491 0.5335
H 5.7532 -2.7736 0.2871
H 6.5511 -1.4015 -0.4396
C -8.0556 5.5099 2.1222
C -6.5151 5.5648 1.9582
C -6.1279 5.2797 0.4951
C -6.2242 3.8062 0.1051
C -5.4669 2.9320 1.0992
C -5.9012 3.1688 2.5531
N -5.8833 4.6147 2.9220
O -4.6158 4.9779 3.0846
C -7.3110 2.5757 2.7680
C -5.0089 2.3216 3.4800
C -6.1553 7.0338 2.2592
H -8.3390 5.2378 3.1414
H -8.5165 6.4807 1.9279
H -8.5323 4.8127 1.4323
H -5.0997 5.6117 0.3156
H -6.7614 5.8674 -0.1764
H -7.2703 3.4937 0.0385
H -5.8029 3.6682 -0.8953
H -5.6050 1.8818 0.8332
H -4.3947 3.1304 0.9941
H -7.6831 2.7996 3.7709
H -7.2905 1.4883 2.6629
H -8.0490 2.9213 2.0472
H -3.9468 2.5414 3.3576
H -5.1322 1.2584 3.2637
H -5.2731 2.4779 4.5296
H -6.3919 7.2960 3.2935
H -6.7184 7.7066 1.6085
H -5.1004 7.2502 2.0819
*
```

[8]
DFT (ωB97M-V/def2-TZVPD) results for an isolated molecule of CH3N3O3 in a non-equilibrium geometry.

Results
- HOMO: -9.735 eV
- HOMO-LUMO gap: 10.078 eV
- LUMO energy: 0.34 eV
- Total energy: -429.712969 Ha
- ΔE to the lowest compared entry with this formula, charge and spin: 64.5 kcal/mol

ORCA input file:
```
! RIJCOSX wB97M-V def2-TZVPD def2/J DEFGRID3
* xyz 0 1
N 1.9600 -0.0681 0.0063
N 0.6380 0.1924 0.0939
N -0.0979 -0.8084 -0.0682
O 0.1240 -1.9547 -0.3800
O -1.4876 -0.4474 0.3552
C -1.9528 0.7699 -0.0743
O -3.0842 1.1718 -0.1133
H 2.4228 -0.8236 0.4734
H 2.5096 0.7373 0.2062
H -1.0319 1.2307 -0.4990
*
```